Record 1
A molecular structure, C23H25BrF6N2O11PSW, computed with wB97M-V/def2-TZVPD.

Each line ends with the Mulliken spin population.
Cartesian coordinates (Å):
W -0.8216 -0.5879 0.1337  -0.003
O -2.9217 -2.0646 3.0470  0.002
C -2.7426 -3.3036 3.7094  0.008
C -1.2548 -3.5594 3.7299  -0.009
N -0.6304 -3.6553 2.4155  0.706
C -1.3615 -4.1261 1.2617  -0.016
C -2.4784 -3.1932 0.7393  0.025
O -3.5905 -3.5284 0.5658  0.010
O -1.9743 -1.9966 0.3148  0.018
C 0.8013 -3.4862 2.3615  -0.038
C 1.2248 -2.1243 1.7592  0.048
O 2.0712 -1.4471 2.2380  0.031
O 0.5873 -1.8581 0.6133  0.029
H -3.8639 -1.8586 3.0047  0.000
H -3.2905 -4.1096 3.2099  0.001
H -3.0764 -3.2656 4.7486  -0.001
H -1.0267 -4.5049 4.2455  0.054
H -0.7396 -2.7576 4.2638  0.030
H -1.8577 -5.0636 1.5305  0.038
H -0.6655 -4.2993 0.4387  0.014
H 1.2350 -4.2528 1.7099  0.026
H 1.2100 -3.5484 3.3661  0.017
C 0.7861 7.2327 -2.8193  0.000
C 0.8990 5.8887 -2.1668  0.000
C 2.0078 5.5814 -1.3717  0.000
C 2.1382 4.3402 -0.7846  0.000
C 1.1362 3.3930 -0.9959  0.000
C 0.0207 3.6637 -1.7810  0.000
C -0.0839 4.9175 -2.3562  0.000
S 1.3911 1.8419 -0.2724  0.000
O 2.5193 1.1372 -0.7649  0.000
O 0.0505 1.1590 -0.4402  -0.001
N 1.5297 1.9983 1.3172  0.000
C 0.4776 2.6092 2.1366  0.000
C 0.1898 1.7902 3.3822  0.001
C -0.2825 0.3754 3.1840  -0.001
O -0.4717 -0.4174 4.0474  0.002
O -0.4896 -0.0046 1.8720  0.003
H 1.2703 8.0037 -2.2227  0.000
H -0.2531 7.5127 -2.9802  0.000
H 1.2794 7.2124 -3.7935  0.000
H 2.7748 6.3280 -1.2124  0.000
H 3.0056 4.1118 -0.1772  0.000
H -0.7529 2.9237 -1.9316  0.000
H -0.9500 5.1489 -2.9626  0.000
H 2.4715 1.8924 1.6726  0.000
H -0.4149 2.6985 1.5171  0.000
H 0.7695 3.6185 2.4278  0.000
H -0.5690 2.2982 3.9823  0.000
H 1.0719 1.7194 4.0225  0.000
F -2.8025 0.1119 -2.5677  0.000
P -4.1242 0.7546 -1.9625  0.000
F -4.4493 -0.6695 -1.3884  0.000
F -4.9717 0.8629 -3.2204  0.000
F -2.3393 0.4789 0.1143  0.001
F -5.0845 1.3542 -0.8803  0.000
F -3.3249 2.1141 -1.9206  0.000
Br 1.4958 -5.1310 -1.3058  0.002
C 2.1626 -3.6285 -2.2595  -0.001
C 3.4649 -3.6923 -2.7128  0.000
C 4.0096 -2.6030 -3.3828  0.000
C 3.2720 -1.4459 -3.5750  0.001
C 1.9745 -1.3771 -3.1021  -0.001
C 1.3997 -2.4751 -2.4616  0.001
C -0.0068 -2.3978 -2.0592  0.001
O -0.8517 -3.2214 -2.0516  0.000
O -0.3437 -1.0818 -1.5595  0.001
H 4.0509 -4.5852 -2.5488  0.000
H 5.0252 -2.6652 -3.7498  0.000
H 3.7059 -0.6018 -4.0919  0.000
H 1.3825 -0.4836 -3.2492  0.000

Atomic forces in eV per Å
0.15 -0.18 0.34
-0.03 -0.02 -0.01
-0.02 0.01 -0.02
0.03 0.00 0.04
0.04 0.01 0.06
-0.09 0.04 0.03
0.29 -0.24 -0.33
-0.06 0.05 0.04
-0.37 0.08 0.28
0.01 0.02 0.02
-0.06 -0.05 -0.15
-0.02 0.01 0.08
0.29 0.20 -0.09
0.00 0.01 0.00
0.00 -0.01 0.01
0.00 -0.01 0.00
-0.01 0.01 0.00
0.01 0.00 -0.01
-0.01 0.01 0.01
-0.01 0.00 -0.01
-0.02 -0.01 -0.01
0.03 -0.01 -0.01
0.00 0.00 0.00
0.01 0.01 0.00
0.00 -0.04 0.01
-0.01 0.05 -0.04
0.01 -0.03 0.00
-0.01 0.02 0.04
-0.02 0.01 -0.01
-0.27 0.14 0.25
0.07 -0.09 0.01
0.29 -0.04 -0.15
0.09 -0.09 -0.06
0.05 0.06 -0.05
0.02 0.01 0.00
0.12 -0.19 0.05
0.08 -0.01 0.00
-0.43 0.19 0.00
0.00 0.00 0.00
0.00 -0.01 0.00
0.00 0.00 0.00
0.00 0.00 -0.01
0.00 0.00 0.00
0.00 0.00 -0.01
0.00 -0.01 0.00
-0.01 0.00 0.00
-0.01 0.01 0.00
-0.02 0.00 0.00
-0.01 -0.03 0.01
0.00 0.01 0.01
0.04 -0.03 -0.07
-0.04 0.02 -0.04
0.02 0.03 0.04
-0.02 0.01 -0.02
0.10 0.08 -0.25
0.02 0.01 -0.02
-0.03 0.00 0.03
0.04 0.07 -0.03
-0.09 -0.11 0.04
0.02 0.05 -0.02
0.03 -0.05 0.01
-0.03 0.05 0.00
0.03 -0.01 0.00
0.00 0.16 -0.02
0.02 -0.31 -0.03
-0.03 0.06 0.10
-0.24 0.09 -0.05
0.00 0.00 0.01
0.00 0.00 0.00
-0.01 0.00 0.00
0.02 0.00 -0.01

As for the HOMO energy (spin up / spin down): -14.3203 / -14.3201 eV. As for the expectation value of S²: 0.755. The charge is +2. Its energy relative to the best compared isomer or geometry (same formula, charge and spin) is 1.1 kcal/mol. The spin multiplicity is 2. For the LUMO energy (spin up / spin down), the calculation gives -7.802 / -9.201 eV.

=====

Record 2
A molecular structure, C23H25BrN3O7PS2 at a distorted geometry, computed with wB97M-V/def2-TZVPD.

Each line ends with the natural charge from an NBO analysis.
Cartesian coordinates (Å):
O 3.3240 -3.4241 4.6580  -0.981
P 1.7171 -3.4588 4.1764  1.054
Br 1.6893 -5.0494 2.5342  -0.237
C 1.2465 -1.8987 3.2622  -0.433
C -0.2624 -1.7174 3.0126  -0.174
C -0.7564 -0.5667 2.2743  -0.170
S -2.5521 -0.3740 1.9302  -0.023
C 0.2068 0.4627 1.7559  0.102
N -0.0252 1.6070 1.0294  -0.581
S 1.4202 2.3766 0.7024  0.924
N 2.4968 1.3316 1.4393  -0.571
C 1.7078 0.3383 1.9856  0.080
C 2.1754 -0.8875 2.7564  0.087
C 3.6996 -1.0351 2.9470  -0.017
C 4.5161 -0.4365 4.0211  -0.276
C 5.9443 -0.6918 4.0649  0.029
N 6.7584 -1.4085 3.2181  -0.397
C 5.9535 -1.9473 2.2419  0.037
C 4.5189 -1.8557 2.0341  -0.259
H 3.4420 -2.9997 5.5272  0.512
H -0.9961 -2.4799 3.3960  0.250
H -2.6684 -0.9978 0.6942  0.178
H 4.0314 0.1972 4.8051  0.230
H 6.4942 -0.2284 4.9371  0.195
H 6.5159 -2.5654 1.4809  0.196
H 4.0354 -2.4014 1.1858  0.235
O -3.5209 -2.5922 -0.9019  -0.572
C -4.5724 -2.6952 -0.3307  0.797
O -4.9565 -1.8832 0.6868  -0.493
C -6.2090 -2.3399 1.2190  -0.070
C -6.8382 -3.1554 0.1089  -0.429
C -5.6249 -3.7441 -0.5888  -0.529
H -6.0103 -2.9370 2.1129  0.183
H -6.8229 -1.4833 1.4964  0.202
H -7.5435 -3.9035 0.4711  0.226
H -7.3725 -2.4950 -0.5794  0.212
H -5.3086 -4.6847 -0.1334  0.241
H -5.7959 -3.8729 -1.6559  0.247
O -0.1756 0.6247 -5.5805  -0.564
C 0.1870 0.5676 -4.4387  0.786
O 1.4018 1.0023 -4.0086  -0.494
C 1.5579 0.6895 -2.6158  -0.076
C 0.1492 0.5281 -2.0842  -0.434
C -0.5918 -0.0239 -3.2888  -0.531
H 2.1436 -0.2296 -2.5283  0.181
H 2.0941 1.4975 -2.1173  0.199
H 0.0924 -0.1103 -1.2026  0.229
H -0.2605 1.5063 -1.8180  0.212
H -0.5318 -1.1129 -3.3412  0.243
H -1.6295 0.3045 -3.3091  0.243
O 2.1913 5.2198 -1.5394  -0.565
C 1.1893 5.0851 -2.1845  0.790
O 0.0171 4.6245 -1.6700  -0.498
C -0.9447 4.4795 -2.7265  -0.069
C -0.4645 5.3967 -3.8313  -0.430
C 1.0434 5.3459 -3.6631  -0.533
H -0.9661 3.4310 -3.0370  0.175
H -1.9330 4.7597 -2.3620  0.201
H -0.8071 5.0939 -4.8210  0.229
H -0.8199 6.4146 -3.6490  0.209
H 1.4875 4.5152 -4.2161  0.247
H 1.5127 6.2874 -3.9424  0.245

Atomic forces in eV per Å
-0.93 0.30 -0.92
-0.25 -0.10 1.06
0.40 0.85 0.36
0.35 2.77 -2.30
0.98 2.25 -1.21
1.26 -1.46 0.41
0.99 -0.47 -0.28
2.14 0.91 -0.31
0.96 -1.03 0.79
-0.76 -2.34 1.40
-2.80 -1.19 0.56
-0.87 -1.02 0.52
-0.56 -0.51 0.35
2.92 -0.77 0.03
-0.20 -1.15 -1.70
-0.03 0.77 1.06
-4.49 0.46 -0.34
0.01 -0.76 -1.09
-0.03 1.38 1.67
-0.29 -0.23 -0.40
0.93 0.94 -0.50
0.52 0.39 0.95
0.66 -0.64 -0.80
-0.69 -0.49 -1.06
-0.71 0.71 0.91
0.65 0.57 0.88
-0.15 0.44 0.36
0.49 -0.38 -0.26
0.03 -0.09 -0.37
-0.36 0.05 0.32
-0.39 -0.21 -0.12
-0.50 0.20 -0.02
0.04 0.03 -0.04
0.26 0.07 0.02
0.05 0.08 0.05
0.02 -0.03 0.08
0.09 0.01 -0.12
0.31 -0.16 0.05
0.40 0.30 0.21
-0.33 -0.39 -0.54
-0.23 0.09 -0.21
0.22 0.00 0.35
-0.22 -0.09 0.31
0.08 0.31 0.45
-0.02 0.03 -0.04
0.09 -0.01 -0.24
0.05 0.07 -0.03
0.05 -0.08 0.07
-0.11 0.03 -0.10
0.01 -0.26 -0.24
-0.50 -0.15 0.23
0.77 -0.04 -0.03
0.24 0.06 0.07
-0.41 -0.09 -0.11
-0.13 0.17 -0.44
-0.47 0.25 -0.13
0.03 0.03 0.00
0.14 -0.10 0.20
-0.03 -0.05 0.10
-0.01 -0.08 0.00
0.10 0.06 0.05
0.27 -0.21 0.06

As for the HOMO energy: -8.8960 eV. For the LUMO energy, the calculation gives -1.423 eV.